Entry 1:
DFT (the ωB97M-V functional and the def2-TZVPD basis) results for a cluster of 14 separate species, C66H140Cl8N12 in total.

Its HOMO energy is -7.725 eV. For the HOMO-LUMO gap, the calculation gives 7.9365 eV. The total energy comes out at -6937.18563 a.u. The spin multiplicity is 1. The LUMO energy comes out at 0.212 eV.

Last column: Löwdin charge in e.
Positions of all 226 atoms, in Å:
C: -0.679 5.924 4.661  -0.082
C: -0.212 4.576 4.116  -0.283
N: 0.514 3.761 5.068  -0.174
C: 1.686 4.416 5.619  -0.264
C: 2.861 4.684 4.676  -0.080
C: 0.862 2.476 4.472  -0.268
C: -0.316 1.601 4.125  -0.077
H: -1.260 6.482 3.928  0.064
H: 0.166 6.543 4.964  0.061
H: -1.294 5.775 5.553  0.081
H: -1.099 4.062 3.750  0.094
H: 0.369 4.819 3.200  0.110
H: 1.419 5.349 6.117  0.100
H: 2.013 3.820 6.481  0.115
H: 3.286 3.784 4.235  0.059
H: 2.554 5.348 3.862  0.067
H: 3.639 5.219 5.222  0.074
H: 1.572 1.974 5.136  0.122
H: 1.448 2.649 3.546  0.098
H: -0.927 1.301 4.974  0.080
H: 0.113 0.733 3.611  0.052
H: -0.979 2.031 3.373  0.054
C: -5.323 -4.114 1.914  -0.076
C: -5.003 -3.693 0.478  -0.250
N: -4.984 -2.236 0.324  -0.156
C: -3.726 -1.732 0.877  -0.244
C: -3.703 -0.216 1.068  -0.069
C: -5.070 -1.899 -1.100  -0.267
C: -6.471 -2.081 -1.656  -0.085
H: -6.134 -3.490 2.303  0.075
H: -4.458 -3.952 2.555  0.031
H: -5.681 -5.142 1.979  0.075
H: -4.011 -4.125 0.258  0.099
H: -5.689 -4.183 -0.209  0.102
H: -3.510 -2.172 1.851  0.104
H: -2.899 -2.046 0.209  0.097
H: -3.881 0.336 0.143  0.065
H: -4.503 0.081 1.747  0.079
H: -2.726 0.084 1.446  0.040
H: -4.340 -2.452 -1.715  0.106
H: -4.833 -0.837 -1.190  0.087
H: -6.600 -1.626 -2.639  0.065
H: -7.230 -1.647 -1.001  0.078
H: -6.733 -3.140 -1.731  0.059
C: -2.330 4.771 1.010  -0.071
C: -2.032 5.351 -0.370  -0.270
N: -2.196 6.794 -0.368  -0.181
C: -2.590 7.302 -1.680  -0.258
C: -1.600 7.107 -2.813  -0.084
C: -0.983 7.433 0.140  -0.267
C: -1.098 8.934 0.233  -0.090
H: -1.581 5.156 1.704  0.036
H: -2.229 3.681 1.015  0.057
H: -3.336 4.998 1.353  0.081
H: -1.047 5.034 -0.751  0.090
H: -2.696 4.813 -1.059  0.120
H: -3.564 6.860 -1.907  0.114
H: -2.822 8.363 -1.557  0.102
H: -1.197 6.096 -2.890  0.056
H: -2.099 7.312 -3.764  0.074
H: -0.748 7.786 -2.741  0.069
H: -0.111 7.111 -0.462  0.111
H: -0.740 7.035 1.130  0.101
H: -2.061 9.219 0.655  0.083
H: -0.950 9.396 -0.745  0.067
H: -0.324 9.356 0.878  0.073
C: -1.327 -2.835 5.173  -0.077
C: -2.737 -3.319 5.402  -0.255
N: -3.698 -2.227 5.490  -0.184
C: -5.047 -2.695 5.324  -0.291
C: -6.109 -1.634 5.110  -0.082
C: -3.533 -1.357 6.654  -0.243
C: -3.699 -2.010 8.034  -0.075
H: -0.895 -2.242 5.984  0.069
H: -1.292 -2.175 4.305  0.058
H: -0.658 -3.687 5.030  0.051
H: -3.024 -3.870 4.500  0.092
H: -2.837 -4.014 6.249  0.114
H: -5.376 -3.354 6.160  0.119
H: -5.101 -3.405 4.496  0.080
H: -6.241 -0.999 5.989  0.062
H: -7.050 -2.083 4.805  0.073
H: -5.768 -0.933 4.339  0.074
H: -2.522 -0.946 6.577  0.096
H: -4.202 -0.503 6.557  0.103
H: -3.331 -1.353 8.818  0.071
H: -4.724 -2.350 8.182  0.066
H: -3.077 -2.909 8.097  0.062
C: -0.630 -1.764 -5.513  -0.062
C: -1.526 -2.226 -4.360  -0.246
N: -2.974 -2.139 -4.539  -0.207
C: -3.530 -3.069 -5.528  -0.268
C: -5.006 -3.330 -5.301  -0.087
C: -3.471 -0.803 -4.824  -0.250
C: -3.134 0.192 -3.710  -0.068
H: -0.712 -0.697 -5.727  0.076
H: -0.861 -2.288 -6.443  0.076
H: 0.387 -2.020 -5.223  0.038
H: -1.327 -3.305 -4.317  0.103
H: -1.256 -1.781 -3.404  0.087
H: -3.342 -2.705 -6.552  0.119
H: -3.003 -4.026 -5.445  0.111
H: -5.221 -3.347 -4.231  0.056
H: -5.693 -2.631 -5.781  0.071
H: -5.283 -4.286 -5.755  0.079
H: -4.550 -0.846 -4.966  0.105
H: -3.062 -0.428 -5.779  0.116
H: -3.778 1.067 -3.773  0.076
H: -2.078 0.465 -3.732  0.063
H: -3.303 -0.284 -2.738  0.054
C: 7.896 3.223 -3.674  -0.081
C: 7.237 1.876 -3.893  -0.257
N: 5.794 1.935 -3.885  -0.203
C: 5.180 2.777 -4.881  -0.263
C: 5.285 2.279 -6.332  -0.069
C: 5.151 0.642 -3.736  -0.259
C: 5.247 0.135 -2.299  -0.077
H: 7.713 3.912 -4.503  0.068
H: 8.985 3.116 -3.689  0.075
H: 7.610 3.724 -2.751  0.060
H: 7.615 1.442 -4.836  0.110
H: 7.572 1.213 -3.093  0.110
H: 4.130 2.907 -4.594  0.096
H: 5.550 3.804 -4.853  0.099
H: 6.288 1.885 -6.498  0.065
H: 4.558 1.505 -6.578  0.054
H: 5.114 3.101 -7.029  0.071
H: 5.614 -0.088 -4.421  0.114
H: 4.084 0.736 -3.950  0.113
H: 4.587 -0.716 -2.112  0.041
H: 5.008 0.911 -1.571  0.065
H: 6.252 -0.234 -2.076  0.070
C: 1.293 4.302 -2.053  -0.092
C: 2.790 4.088 -2.276  -0.254
N: 3.586 4.694 -1.226  -0.192
C: 3.260 4.365 0.152  -0.239
C: 3.563 2.918 0.558  -0.067
C: 4.997 4.680 -1.557  -0.277
C: 5.901 5.374 -0.550  -0.091
H: 1.053 5.366 -2.078  0.065
H: 0.946 3.812 -1.146  0.037
H: 0.712 3.843 -2.861  0.079
H: 2.979 2.998 -2.303  0.107
H: 3.082 4.573 -3.207  0.110
H: 3.798 5.085 0.770  0.100
H: 2.201 4.579 0.305  0.097
H: 3.122 2.672 1.525  0.049
H: 3.063 2.239 -0.142  0.058
H: 4.635 2.725 0.525  0.071
H: 5.162 5.127 -2.544  0.111
H: 5.349 3.638 -1.702  0.099
H: 6.923 5.444 -0.925  0.065
H: 5.986 4.800 0.377  0.066
H: 5.547 6.376 -0.303  0.079
C: -0.359 -2.660 1.846  -0.075
C: -0.142 -2.397 0.360  -0.242
N: 0.383 -1.064 0.053  -0.191
C: 0.505 -0.790 -1.389  -0.219
C: 1.125 -1.924 -2.185  -0.084
C: -0.428 -0.021 0.666  -0.260
C: 0.189 1.370 0.610  -0.054
H: -1.190 -2.109 2.280  0.042
H: 0.565 -2.515 2.418  0.076
H: -0.582 -3.720 1.998  0.041
H: 0.531 -3.175 0.000  0.057
H: -1.120 -2.557 -0.133  0.098
H: 1.254 0.003 -1.471  0.114
H: -0.458 -0.448 -1.797  0.111
H: 2.065 -2.197 -1.700  0.077
H: 1.227 -1.633 -3.226  0.058
H: 0.520 -2.836 -2.171  0.046
H: -1.436 0.022 0.216  0.095
H: -0.590 -0.267 1.713  0.086
H: 1.132 1.500 1.131  0.053
H: 0.199 1.772 -0.403  0.063
H: -0.594 1.950 1.115  0.058
C: 1.623 -7.332 -1.098  -2.036
Cl: 1.268 -5.774 -0.333  0.550
Cl: 0.107 -8.218 -1.288  0.539
Cl: 2.368 -7.090 -2.672  0.538
Cl: 2.718 -8.225 -0.040  0.537
C: -1.718 -7.843 3.178  -2.026
Cl: -0.780 -7.828 4.660  0.555
Cl: -0.956 -8.913 2.003  0.527
Cl: -3.383 -8.330 3.551  0.527
Cl: -1.789 -6.212 2.467  0.545
N: 2.024 -3.746 5.366  0.008
C: 1.618 -4.911 4.791  -0.175
C: 2.121 -4.951 3.514  -0.104
C: 2.980 -3.815 3.375  -0.104
C: 2.897 -3.089 4.528  -0.124
H: 1.709 -3.418 6.260  0.140
H: 0.910 -5.576 5.253  0.068
H: 1.846 -5.660 2.750  0.067
H: 3.457 -3.500 2.461  0.079
H: 3.223 -2.099 4.793  0.100
N: 2.952 -1.028 1.362  0.031
C: 4.156 -1.430 0.858  -0.156
C: 5.139 -0.923 1.675  -0.109
C: 4.497 -0.191 2.693  -0.117
C: 3.135 -0.323 2.507  -0.163
H: 2.060 -1.211 0.883  0.100
H: 4.181 -2.008 -0.050  0.098
H: 6.201 -1.016 1.520  0.090
H: 4.981 0.379 3.471  0.091
H: 2.344 0.108 3.098  0.093
N: -2.954 -4.674 -2.748  0.035
C: -1.950 -4.966 -1.873  -0.137
C: -2.408 -5.934 -1.009  -0.159
C: -3.727 -6.246 -1.425  -0.122
C: -4.037 -5.486 -2.513  -0.131
H: -2.905 -4.072 -3.551  0.066
H: -1.031 -4.404 -1.911  0.073
H: -1.979 -6.388 -0.137  0.010
H: -4.387 -6.979 -0.987  0.100
H: -4.942 -5.410 -3.090  0.103
N: 2.189 -3.437 -6.275  -0.001
C: 2.709 -2.304 -6.848  -0.134
C: 3.526 -1.727 -5.921  -0.106
C: 3.527 -2.533 -4.753  -0.100
C: 2.619 -3.532 -4.981  -0.156
H: 1.599 -4.117 -6.719  0.146
H: 2.483 -2.059 -7.871  0.109
H: 4.038 -0.787 -6.046  0.066
H: 4.004 -2.357 -3.804  0.084
H: 2.228 -4.302 -4.335  0.095


Entry 2:
DFT (the ωB97M-V functional and the def2-TZVPD basis) results for a cluster of 10 separate species, C66H143N7O9 in total.

Its charge is +5. Its HOMO energy (alpha / beta) is -14.455 / -14.411 eV. For the HOMO-LUMO gap (alpha / beta), the calculation gives 4.5394 / 2.0133 eV. The total energy comes out at -3658.95841 a.u. The spin multiplicity is 2. The LUMO energy (alpha / beta) comes out at -9.915 / -12.397 eV.

Last column: Löwdin spin population.
Positions of all 225 atoms, in Å:
C: 4.134 6.366 0.271  0.000
C: 3.511 5.601 -0.891  0.000
C: 2.264 4.887 -0.511  0.000
N: 1.490 4.064 -1.592  0.000
C: 2.326 2.798 -2.162  0.000
C: 1.715 2.217 -3.464  0.000
C: 1.253 3.247 -4.526  0.000
C: 0.412 4.439 -4.034  0.000
C: 1.228 5.052 -2.829  0.000
C: 0.242 3.403 -0.979  0.000
H: 4.462 5.559 0.927  0.000
H: 3.483 6.977 0.896  0.000
H: 5.044 6.896 -0.010  0.000
H: 4.255 4.956 -1.357  0.000
H: 3.287 6.362 -1.639  0.000
H: 1.425 5.564 -0.347  0.000
H: 2.347 4.275 0.387  0.000
H: 3.341 3.192 -2.215  0.000
H: 2.444 2.093 -1.339  0.000
H: 2.420 1.607 -4.029  0.000
H: 0.894 1.597 -3.102  0.000
H: 2.161 3.642 -4.982  0.000
H: 0.752 2.723 -5.339  0.000
H: 0.596 5.080 -4.896  0.000
H: -0.669 4.309 -3.989  0.000
H: 2.206 5.421 -3.137  0.000
H: 0.532 5.774 -2.402  0.000
H: -0.138 2.717 -1.736  0.000
H: -0.456 4.208 -0.746  0.000
H: 0.477 2.784 -0.113  0.000
C: 2.576 -2.617 4.585  0.000
C: 3.833 -2.183 3.756  0.000
C: 4.508 -3.298 2.917  0.000
N: 5.692 -2.959 1.936  0.000
C: 6.591 -1.759 2.437  0.000
C: 8.043 -1.786 1.878  0.000
C: 8.710 -3.207 1.928  0.000
C: 7.928 -4.114 1.032  0.000
C: 6.500 -4.263 1.752  0.000
C: 5.078 -2.379 0.709  0.000
H: 1.739 -3.046 4.034  0.000
H: 2.214 -1.773 5.172  0.000
H: 2.944 -3.241 5.399  0.000
H: 4.461 -1.631 4.454  0.000
H: 3.392 -1.506 3.024  0.000
H: 3.767 -3.810 2.301  0.000
H: 4.919 -4.032 3.610  0.000
H: 6.629 -1.935 3.512  0.000
H: 6.050 -0.827 2.272  0.000
H: 8.557 -1.057 2.504  0.000
H: 8.146 -1.484 0.836  0.000
H: 8.667 -3.608 2.941  0.000
H: 9.669 -3.270 1.414  0.000
H: 8.413 -5.084 0.922  0.000
H: 7.735 -3.613 0.084  0.000
H: 6.697 -4.666 2.745  0.000
H: 5.934 -4.980 1.156  0.000
H: 4.408 -1.546 0.922  0.000
H: 4.516 -3.224 0.309  0.000
H: 5.815 -2.261 -0.086  0.000
C: -4.831 0.608 10.901  0.000
C: -5.308 0.745 9.445  0.000
C: -4.333 1.565 8.542  0.000
N: -4.824 1.706 7.040  0.000
C: -3.538 2.029 6.170  0.000
C: -3.771 2.200 4.617  0.000
C: -4.526 0.927 4.115  0.000
C: -5.716 0.523 4.876  0.000
C: -5.463 0.401 6.413  0.000
C: -5.829 2.833 7.003  0.000
H: -4.691 1.522 11.479  0.000
H: -4.071 -0.162 11.033  0.000
H: -5.649 0.163 11.467  0.000
H: -6.265 1.256 9.542  0.000
H: -5.612 -0.199 8.992  0.000
H: -3.344 1.108 8.516  0.000
H: -4.169 2.563 8.949  0.000
H: -2.889 1.172 6.351  0.000
H: -2.972 2.862 6.588  0.000
H: -2.881 2.565 4.104  0.000
H: -4.494 3.015 4.580  0.000
H: -3.797 0.127 4.247  0.000
H: -4.813 0.979 3.064  0.000
H: -6.134 -0.453 4.630  0.000
H: -6.571 1.198 4.844  0.000
H: -4.740 -0.334 6.766  0.000
H: -6.420 0.200 6.895  0.000
H: -5.298 3.696 7.404  0.000
H: -6.698 2.591 7.615  0.000
H: -6.008 3.047 5.949  0.000
C: 2.391 -1.254 -2.261  0.000
C: 0.948 -1.535 -1.992  0.000
C: 0.176 -0.564 -0.953  0.000
N: -1.187 -1.210 -0.540  0.000
C: -2.179 -0.056 0.042  0.000
C: -1.786 0.365 1.417  0.000
C: -1.512 -0.694 2.416  0.000
C: -0.580 -1.839 1.968  0.000
C: -1.036 -2.361 0.572  0.000
C: -1.942 -1.905 -1.703  0.000
H: 2.715 -0.216 -2.195  0.000
H: 2.649 -1.547 -3.278  0.000
H: 3.007 -1.823 -1.565  0.000
H: 0.697 -2.586 -1.851  0.000
H: 0.548 -1.394 -2.996  0.000
H: 0.195 0.492 -1.222  0.000
H: 0.652 -0.624 0.026  0.000
H: -2.284 0.765 -0.667  0.000
H: -3.191 -0.459 0.081  0.000
H: -0.841 0.905 1.356  0.000
H: -2.451 1.104 1.863  0.000
H: -1.233 -0.221 3.358  0.000
H: -2.467 -1.162 2.651  0.000
H: 0.459 -1.512 2.019  0.000
H: -0.520 -2.722 2.604  0.000
H: -0.274 -2.989 0.110  0.000
H: -1.991 -2.850 0.766  0.000
H: -2.887 -2.206 -1.252  0.000
H: -1.286 -2.729 -1.985  0.000
H: -2.098 -1.108 -2.430  0.000
C: -0.260 4.807 2.511  0.000
C: -0.162 3.962 3.708  0.000
C: 1.178 3.275 3.728  0.000
N: 1.666 2.855 5.135  0.000
C: 1.785 4.035 6.085  0.000
C: 2.901 5.049 5.732  0.000
C: 4.242 4.212 5.625  0.000
C: 4.189 3.079 4.594  0.000
C: 3.051 2.093 4.912  0.000
C: 0.676 1.926 5.836  0.000
H: 0.433 5.648 2.558  0.000
H: -1.252 5.243 2.393  0.000
H: -0.116 4.216 1.607  0.000
H: -0.846 3.113 3.708  0.000
H: -0.354 4.648 4.533  0.000
H: 1.939 3.928 3.300  0.000
H: 1.214 2.382 3.105  0.000
H: 0.844 4.570 6.210  0.000
H: 2.045 3.615 7.057  0.000
H: 2.858 5.606 4.795  0.000
H: 2.937 5.859 6.461  0.000
H: 5.213 4.693 5.507  0.000
H: 4.325 3.768 6.617  0.000
H: 4.192 3.354 3.539  0.000
H: 5.112 2.499 4.573  0.000
H: 2.860 1.323 4.164  0.000
H: 3.320 1.697 5.891  0.000
H: -0.333 2.323 5.723  0.000
H: 0.836 1.783 6.904  0.000
H: 0.638 0.990 5.278  0.000
C: 3.716 -3.356 -11.320  0.000
C: 3.878 -3.207 -9.771  0.000
C: 2.487 -3.403 -9.105  0.000
N: 2.410 -2.608 -7.788  0.000
C: 2.488 -1.060 -8.040  0.000
C: 2.347 -0.199 -6.648  0.000
C: 1.067 -0.589 -5.946  0.000
C: 0.810 -2.123 -5.997  -0.001
C: 1.024 -2.919 -7.250  0.000
C: 3.396 -3.209 -6.788  0.000
H: 3.063 -4.210 -11.500  0.000
H: 4.708 -3.484 -11.752  0.000
H: 3.297 -2.480 -11.815  0.000
H: 4.491 -2.317 -9.623  0.000
H: 4.492 -4.009 -9.363  0.000
H: 2.122 -4.428 -9.039  0.000
H: 1.712 -2.861 -9.648  0.000
H: 1.621 -0.776 -8.637  0.000
H: 3.366 -0.672 -8.555  0.000
H: 2.462 0.834 -6.975  0.000
H: 3.234 -0.201 -6.014  0.000
H: 0.259 -0.061 -6.452  0.000
H: 1.026 -0.133 -4.957  0.000
H: -0.262 -2.250 -5.851  0.000
H: 1.423 -2.661 -5.274  0.000
H: 0.357 -2.691 -8.082  0.000
H: 0.958 -3.982 -7.021  0.000
H: 3.316 -2.661 -5.849  0.000
H: 4.357 -3.193 -7.303  0.000
H: 3.107 -4.256 -6.691  0.000
C: -7.944 1.357 -3.944  0.000
C: -6.703 0.489 -3.599  0.000
C: -6.693 -0.863 -4.407  0.000
N: -5.328 -1.635 -4.574  0.000
C: -5.536 -2.609 -5.751  0.000
C: -4.248 -3.345 -6.193  0.000
C: -3.058 -2.362 -6.484  0.000
C: -2.800 -1.391 -5.376  0.000
C: -4.147 -0.675 -4.927  0.000
C: -5.023 -2.591 -3.340  0.000
H: -8.742 0.619 -3.873  0.000
H: -7.788 1.608 -4.994  0.000
H: -8.049 2.162 -3.217  0.000
H: -6.811 0.231 -2.546  0.000
H: -5.894 1.194 -3.789  0.000
H: -6.911 -0.619 -5.447  0.000
H: -7.392 -1.593 -3.998  0.000
H: -5.836 -1.990 -6.598  0.000
H: -6.334 -3.309 -5.501  0.000
H: -4.453 -3.940 -7.083  0.000
H: -3.858 -4.019 -5.431  0.000
H: -3.534 -1.809 -7.294  0.000
H: -2.192 -2.906 -6.861  0.000
H: -2.001 -0.732 -5.715  0.000
H: -2.378 -1.823 -4.469  0.000
H: -4.569 -0.135 -5.774  0.000
H: -3.960 -0.086 -4.029  0.000
H: -4.132 -3.209 -3.444  0.000
H: -5.923 -3.171 -3.133  0.000
H: -4.737 -1.969 -2.492  0.000
O: -2.371 -1.271 8.121  0.000
C: -1.678 -1.230 6.928  0.000
O: -0.546 -0.745 7.090  0.000
O: -2.148 -1.517 5.780  0.000
H: -1.846 -0.634 8.610  0.000
O: -6.561 -3.936 -0.289  0.000
C: -5.896 -3.116 0.425  0.000
O: -4.680 -3.219 0.512  0.003
O: -6.612 -2.386 1.156  0.003
H: -7.390 -3.634 0.089  0.000
O: 0.666 -5.264 -1.949  0.012
C: 0.079 -5.069 -3.106  0.024
O: -1.102 -5.231 -3.317  0.418
O: 0.714 -4.744 -4.136  0.539
H: -0.124 -5.441 -1.433  0.002